A structure of composition C3H5NO2 in a non-equilibrium geometry. Source: OMol25; level of theory: ωB97M-V with the def2-TZVPD basis set.

```
11
C3H5NO2 | OMol25 | ωB97M-V with the def2-TZVPD basis set
C 0.51 0.81 0.15
C -0.99 0.76 -0.01
C -0.89 -0.84 0.06
H 2.17 -1.34 -0.87
H 1.27 1.42 -0.59
H 0.57 0.88 1.34
H -1.51 1.03 -0.95
H -1.72 1.05 0.62
N 0.43 -0.61 0.01
O 1.78 -1.32 0.15
O -1.61 -1.84 0.08
```

As for the HOMO energy: -9.86 eV. The gap between HOMO and LUMO is 10.28 eV. The value obtained for the energy above the lowest of the compared OMol25 structures with the same formula, charge and spin is 4.891 eV. The spin multiplicity is 1.